{"formula": "C45H48N3O2PPt", "method": "ωB97M-V/def2-TZVPD", "charge": 2, "homo_lumo_gap_ev": [4.925, 5.172], "e_tot_ev": -68530.1064, "e_above_lowest_kj_mol": 352.5, "molar_mass_da": 888.95, "homo_ev": [-13.3, -13.4], "symbols": ["H", "H", "C", "H", "C", "Pt", "C", "C", "H", "C", "H", "H", "C", "C", "C", "C", "H", "O", "C", "H", "H", "C", "H", "C", "H", "C", "C", "C", "C", "H", "C", "C", "H", "N", "C", "H", "C", "C", "C", "H", "H", "H", "C", "C", "C", "H", "H", "P", "H", "C", "H", "H", "C", "C", "H", "H", "H", "C", "C", "H", "H", "C", "H", "C", "H", "C", "C", "H", "O", "H", "N", "H", "C", "H", "C", "H", "C", "H", "H", "H", "H", "C", "H", "H", "C", "C", "H", "C", "H", "H", "H", "H", "H", "H", "H", "C", "N", "C", "C", "C"], "positions_angstrom": [[-2.163964, 2.915489, -4.927850], [-2.519121, -5.810250, 1.855934], [-4.175082, 3.571836, 1.293983], [-0.485464, -2.878980, 1.793132], [6.097688, -1.364260, -2.121994], [-0.085888, 1.452267, 0.303944], [2.196370, -2.912705, 1.600804], [0.576274, 4.112270, 1.641730], [-0.463979, 8.336384, 0.317398], [2.578385, -4.060728, 2.276749], [1.156258, 4.563999, 2.439705], [-5.946884, 4.196335, 2.316633], [-2.014572, 5.512750, -0.736062], [1.635208, -2.988899, 0.324506], [-3.959338, 2.136944, -4.039195], [-1.962961, -2.814286, 0.229739], [0.573210, -0.988327, -2.329138], [1.649814, 2.326637, 2.389731], [-4.937717, 2.608754, 3.358151], [-0.089026, -2.586147, -1.941644], [-0.959360, -5.061917, 1.523286], [-2.547947, -5.022253, -0.730191], [1.617448, -2.407574, -2.340880], [-1.308074, 4.559899, -0.015021], [6.941731, 1.261028, -0.021894], [-2.918845, 1.792998, 2.334411], [-1.709846, 6.866963, -0.627276], [2.886245, 1.592309, -0.411773], [4.210178, 1.262906, -0.591765], [-3.269064, -2.288658, -1.415338], [-2.427982, -1.980689, -0.806048], [2.408571, -5.308289, 1.685885], [3.012657, -3.983276, 3.265443], [0.739350, 2.859790, 1.482420], [6.013656, -0.547448, -0.823537], [2.712676, -6.205446, 2.209113], [-2.051730, 2.898039, -2.790276], [-3.850806, 1.748533, 3.365110], [-5.100336, 3.522042, 2.320986], [-4.307119, 4.292170, 0.494213], [3.773362, -2.065782, -0.576239], [2.577390, 2.627699, -0.371430], [-1.920872, -0.678500, -1.009364], [1.858654, -5.394128, 0.418406], [6.399078, -1.438242, 0.369311], [-3.022132, -5.986668, -0.543789], [-2.274065, 7.589954, -1.202020], [-1.860336, 2.830746, -0.039875], [8.006794, 0.237975, -0.975140], [1.470461, -4.240015, -0.257892], [-2.397796, 0.005404, -1.700897], [6.388528, -0.870947, 1.302840], [-0.269850, 4.984625, 0.829644], [-0.131930, -1.146101, 0.520581], [1.460091, 1.368790, 2.400047], [-4.664861, -3.395852, -0.007088], [-5.661251, 2.572541, 4.162635], [1.149677, -1.711116, -0.361513], [-0.890452, -2.349256, 0.941587], [0.798076, 6.664904, 1.618957], [-3.040396, -4.578000, -1.599003], [-4.617661, 1.821541, -2.858540], [-2.112883, -4.283314, 2.630481], [4.578870, -0.075184, -0.639139], [4.935379, 2.056980, -0.690270], [-3.077972, 2.703837, 1.293426], [-2.018561, -4.854325, 1.703015], [-4.252568, -3.225786, 1.707920], [0.319429, -0.372044, 1.570795], [-5.617699, 1.408646, -2.887164], [1.918478, 0.676405, -0.277657], [5.489920, -2.270516, -2.072587], [3.550939, -1.009753, -0.517744], [1.733327, -6.359880, -0.055005], [-3.998866, 2.046256, -1.635914], [-1.499993, -5.204675, -0.981916], [-4.145406, -3.867555, 0.830860], [7.131644, -1.667533, -2.294055], [1.043040, -4.338661, -1.246997], [-4.448338, 1.969392, -4.990317], [-2.818348, 5.207038, -1.393905], [0.779797, -1.933161, -1.829470], [2.330978, -1.944134, 2.069440], [7.408064, -1.825815, 0.221310], [-2.666331, -4.135817, 0.520903], [0.008215, 6.343241, 0.950284], [-1.048488, 3.310250, -2.768478], [-0.700225, 7.285153, 0.219480], [-4.654448, -4.809593, 1.038216], [-3.721604, 1.042849, 4.175158], [-4.518578, 1.806043, -0.717199], [5.728182, -2.292962, 0.479803], [-2.073396, 1.114254, 2.350525], [5.770514, -0.775451, -2.982077], [6.813913, 1.239891, -1.793482], [-2.715320, 2.591450, -1.599878], [-0.882260, -0.254067, -0.356005], [2.235790, -0.628503, -0.332615], [6.989838, 0.624468, -0.908039], [-2.676152, 2.672795, -4.006050]], "forces_ev_per_angstrom": [[-0.0183, 0.0051, 0.0112], [0.0047, 0.0209, 0.0145], [0.0080, 0.0123, 0.0610], [0.0205, 0.0050, -0.0484], [-0.0063, -0.0202, -0.0365], [-0.9607, 1.1247, -0.7613], [0.1064, 0.1123, 0.0613], [-0.1053, 0.0850, -0.1802], [-0.0092, -0.0291, -0.0010], [-0.0278, -0.0146, -0.0348], [0.0018, 0.0219, 0.0215], [0.0177, -0.0171, 0.0079], [0.0010, 0.0796, -0.0182], [0.0038, -0.0044, 0.1405], [-0.0258, -0.0182, -0.0180], [-0.6671, -0.2037, -0.6190], [0.0317, 0.0126, 0.0027], [-0.2528, -0.1387, -0.2054], [0.0007, -0.0023, -0.0058], [0.0150, -0.0117, -0.0395], [-0.0470, -0.0005, 0.0011], [0.0655, 0.0349, -0.0227], [-0.0228, -0.0189, 0.0096], [-0.1706, -0.0303, -0.0345], [0.0095, -0.0244, -0.0093], [-0.0118, -0.0815, -0.0112], [-0.0356, -0.0366, -0.0650], [-0.0807, -0.2471, -0.0843], [0.1279, 0.0187, -0.0049], [-0.0040, -0.0182, 0.0096], [0.2964, -0.5215, 0.6262], [0.0187, 0.0171, 0.0430], [-0.0092, 0.0072, -0.0279], [0.1225, -0.2128, 0.0870], [-0.0338, -0.0293, 0.0181], [-0.0067, 0.0183, -0.0060], [0.0396, -0.0838, -0.0314], [-0.0091, 0.0103, -0.0367], [-0.0176, -0.0049, 0.0016], [0.0119, -0.0131, 0.0173], [0.0426, -0.0015, 0.0232], [-0.0172, -0.0027, 0.0105], [0.4765, 0.5159, -0.3635], [-0.0327, 0.0401, -0.0707], [0.0052, 0.0301, 0.0231], [0.0049, 0.0403, 0.0039], [0.0098, -0.0192, 0.0114], [0.7710, -0.3776, 0.6530], [-0.0077, 0.0091, -0.0188], [-0.0209, -0.0715, -0.0321], [-0.1163, 0.0061, 0.0608], [-0.0095, -0.0187, -0.0269], [0.1202, -0.0677, 0.1262], [-0.4440, 1.1590, 2.0948], [0.0089, -0.0268, -0.0108], [0.0134, -0.0192, 0.0220], [0.0224, 0.0083, -0.0178], [0.2661, -0.2491, -0.4443], [0.5959, 0.3032, -0.4782], [-0.0238, -0.0031, -0.0180], [0.0112, -0.0140, 0.0247], [0.0081, -0.0169, -0.0424], [0.0013, -0.0135, -0.0215], [0.0374, -0.0294, -0.0280], [0.0022, -0.0187, 0.0152], [-0.1224, 0.1919, -0.1439], [0.0444, 0.0022, 0.0349], [-0.0109, -0.0142, -0.0139], [-0.1089, -1.3915, -0.3566], [0.0084, 0.0155, -0.0038], [0.2504, 0.0349, -0.0523], [0.0199, 0.0324, -0.0068], [-0.0588, -0.2328, -0.0248], [0.0048, 0.0299, -0.0012], [0.0112, 0.0610, -0.0548], [-0.0334, -0.0123, 0.0055], [-0.0090, 0.0226, 0.0270], [-0.0332, -0.0035, 0.0068], [0.0190, -0.0196, -0.0026], [0.0124, 0.0022, 0.0187], [0.0048, -0.0021, 0.0100], [0.0387, -0.0374, 0.0793], [-0.0356, -0.0521, -0.0371], [-0.0181, 0.0134, 0.0064], [-0.0642, -0.0175, -0.0224], [0.0348, 0.1091, -0.0204], [-0.0281, -0.0031, 0.0271], [0.0250, -0.0065, 0.0309], [0.0190, 0.0248, -0.0112], [0.0009, 0.0101, -0.0073], [0.0006, 0.0160, 0.0079], [0.0244, 0.0291, -0.0158], [0.0649, 0.0370, -0.0393], [0.0180, -0.0157, 0.0288], [-0.0111, -0.0138, 0.0317], [-0.1081, -0.0685, -0.0487], [-0.0526, -0.2267, 0.2007], [-0.0554, 0.5165, -0.0006], [0.0350, 0.0154, 0.0010], [0.0070, -0.0125, 0.0192]]}


{"formula": "C45H48N4O6PSe2Sr", "method": "ωB97M-V/def2-TZVPD", "charge": -1, "homo_lumo_gap_ev": 5.729, "e_tot_ev": -206512.0979, "e_above_lowest_kj_mol": 162.2, "molar_mass_da": 1017.41, "homo_ev": -3.7, "symbols": ["H", "H", "C", "Se", "C", "H", "H", "H", "H", "H", "C", "C", "Sr", "H", "C", "H", "H", "H", "C", "O", "H", "H", "C", "C", "C", "H", "C", "H", "N", "H", "C", "C", "N", "C", "H", "H", "H", "H", "C", "H", "H", "C", "P", "H", "C", "H", "H", "C", "H", "H", "H", "H", "H", "Se", "C", "H", "C", "C", "H", "H", "C", "C", "C", "N", "H", "O", "C", "C", "H", "O", "H", "H", "C", "C", "C", "N", "H", "H", "H", "C", "C", "C", "C", "C", "O", "C", "O", "H", "C", "H", "C", "C", "H", "H", "H", "C", "C", "C", "C", "C", "H", "H", "O", "H", "C", "C", "C"], "positions_angstrom": [[1.960907, 4.055621, -7.106218], [3.652407, -1.983079, 2.590082], [5.323607, 2.467821, -6.187318], [0.185207, 2.624721, 0.761482], [3.013807, 2.861021, -5.693318], [-6.737193, -1.089579, 5.019382], [-3.868093, 3.729221, 0.895782], [4.224607, 3.029321, 3.218282], [1.810407, -2.859679, -0.491318], [4.682607, 5.998021, 2.211982], [5.205407, 3.214421, -7.341218], [-5.316093, 0.191221, 0.424982], [0.237907, 0.186721, 2.495882], [-2.769893, -0.587979, 6.575282], [-4.903593, -4.730479, -0.225518], [-1.337893, -2.153579, -1.371818], [-1.391493, -2.053079, -3.881318], [-5.831093, -1.153479, 2.737082], [-4.228993, -3.556379, 1.759082], [2.550907, -1.039679, 1.125582], [-2.593193, 1.777321, 1.651582], [2.604807, -4.433479, -0.788318], [-6.026693, 1.296421, -0.007518], [1.325907, -0.164079, -3.207418], [-0.607693, -1.581679, -1.928618], [-1.952993, -5.915179, 2.504782], [2.862607, -2.199679, 1.855982], [4.180907, -3.079479, 0.391582], [2.333107, 0.552621, -3.864218], [1.929807, 0.263221, -1.171118], [-3.846093, -2.456979, 0.998182], [-3.971493, -2.527779, -0.387918], [0.295307, -0.943779, -1.205518], [3.308407, 2.660021, 2.748182], [3.554107, -4.215179, 1.597882], [-0.262293, -7.455679, 1.491982], [-5.219993, -0.843479, 6.953382], [-1.555293, -3.450379, 2.311182], [2.293707, 3.806821, 2.619182], [6.279607, 2.041821, -5.919218], [3.355007, -0.708679, 0.707982], [-3.453093, -0.728779, 5.748382], [-3.009893, -0.991679, 1.703282], [3.570607, 2.287721, 1.758082], [2.906907, 3.596621, -6.859118], [-3.663993, -1.678779, -0.983418], [0.382507, -0.755879, -5.049518], [-1.498493, -0.595979, 4.102782], [-4.609593, -3.685579, -2.071218], [-6.994293, 1.157721, -0.472018], [2.444307, 3.649121, 0.464682], [-5.729493, -0.798879, 0.283082], [-5.321793, -5.608979, -0.699418], [2.844607, 1.045921, 3.815882], [3.993007, 3.780821, -7.707618], [2.376407, 5.975121, 2.684982], [4.226107, 2.264521, -5.349218], [1.679407, 3.844221, 1.219482], [-5.048993, -5.530779, 1.754282], [0.609007, 4.732121, 3.591382], [1.230607, -0.246479, -1.814318], [-5.667493, -1.016879, 4.865482], [-4.075293, 0.352721, 1.029982], [0.138007, -3.644979, 1.211882], [3.407607, 5.147121, 3.874882], [4.160607, 5.238021, 1.942682], [-4.504393, -3.647879, -0.994818], [-5.160493, -1.054779, 3.579782], [1.260907, 4.835021, 1.032482], [-1.008293, -1.473479, 3.363882], [4.818107, 4.666021, -9.475718], [2.165107, 2.801421, -5.028818], [-0.883493, -4.166279, 1.859982], [-2.948393, -0.784379, 4.461082], [-5.512393, 2.571421, 0.156982], [4.426707, 1.516121, -4.191918], [-6.074793, 3.431121, -0.183118], [6.076807, 3.364121, -7.962518], [0.544907, 2.954121, 3.602982], [1.041507, -4.446979, 0.665882], [0.357607, -0.814879, -3.967018], [3.589607, 0.777721, -3.373918], [-4.815493, -0.866279, 5.950582], [-1.087493, -5.533079, 1.983182], [1.737507, 3.871821, 5.014582], [3.293107, -3.366279, 0.962382], [4.024507, 0.326221, -2.338818], [2.137807, 2.998021, 5.166382], [-4.278793, 2.740121, 0.764182], [1.944807, -2.456379, 2.384582], [0.936107, -5.832579, 0.756682], [-3.788793, -0.965579, 3.369382], [5.379407, 1.499321, -3.851418], [1.689907, -6.471779, 0.318082], [-4.123593, -3.527279, 2.834982], [-0.628393, -1.535879, -3.316518], [2.187807, -3.770579, -0.025718], [1.207907, 3.822421, 3.717282], [3.064307, 5.127321, 2.830682], [-3.566493, 1.637321, 1.194582], [3.144407, 4.123421, -9.643918], [2.181507, 0.730121, -4.847518], [-0.941393, 0.443221, 4.455682], [3.508707, 5.593121, -8.738418], [-4.754293, -4.682179, 1.150282], [-0.151093, -6.382179, 1.414582], [3.860707, 4.587221, -8.965218]], "forces_ev_per_angstrom": [[-0.1333, 0.0549, -0.0017], [-0.2229, -0.0181, -0.0131], [-0.0994, -0.0812, 0.1360], [-0.1654, -0.0070, -0.2332], [-0.0451, -0.0102, 0.1356], [0.0020, -0.0242, 0.0296], [0.1139, 0.0810, 0.0079], [-0.1448, -0.0605, -0.1649], [0.0130, -0.0684, -0.1190], [-0.0123, -0.0556, -0.0128], [-0.0665, 0.0550, 0.0512], [0.0108, -0.0137, 0.0015], [3.1638, 1.3015, -2.6551], [-0.0284, 0.0676, 0.0561], [-0.0024, -0.0891, -0.0224], [-0.1018, -0.0835, 0.0030], [-0.0416, -0.0353, 0.0261], [-0.0479, -0.0124, -0.0330], [-0.0133, 0.1574, 0.0446], [-0.2251, 0.1286, -0.5620], [0.0755, 0.1226, -0.0302], [-0.0415, 0.0477, -0.0289], [-0.2302, -0.0245, -0.0925], [-0.3414, -0.4140, 0.1406], [-0.2359, -0.1861, -0.3038], [-0.0427, -0.0004, 0.0347], [0.5000, -0.3521, 0.2807], [0.0698, 0.0190, 0.0791], [-0.0422, 0.2714, -0.2936], [0.0520, 0.1275, -0.0466], [0.2668, -0.0972, -0.0439], [0.0411, 0.0462, 0.0368], [-0.2389, -0.0529, 0.4176], [0.2151, -0.5115, 0.2318], [0.1171, -0.0498, 0.0315], [0.0018, -0.0520, -0.0125], [-0.0041, 0.0098, 0.0515], [-0.0391, -0.0568, 0.0696], [0.1008, 0.3818, 0.1388], [0.0895, -0.0990, 0.0303], [-0.1197, 0.2129, 0.1421], [0.0600, 0.0449, 0.1550], [-1.1227, 0.5954, -0.5911], [0.0597, 0.1676, 0.0171], [0.2116, -0.0248, -0.1535], [0.0258, 0.0312, -0.1142], [0.0189, -0.0242, -0.0237], [-1.9538, -0.8685, 1.8047], [0.0051, 0.0337, -0.0407], [-0.0493, 0.0095, -0.0468], [-0.0004, 0.1897, 0.1960], [-0.0375, 0.0033, -0.0046], [0.0001, -0.0230, 0.0005], [0.0250, 0.0994, 0.3367], [-0.0523, 0.0275, 0.0158], [-0.0027, -0.0914, -0.0143], [-0.0839, 0.1145, -0.3243], [-0.3637, 0.0157, -0.2342], [-0.0187, -0.0180, 0.0298], [-0.0991, -0.1263, -0.0524], [0.4318, 0.3156, -0.1640], [-0.1893, 0.0209, -0.0580], [0.0839, -0.1093, -0.2122], [0.0942, 0.6252, -0.0415], [-0.0319, -0.0089, -0.1638], [0.3480, 0.0419, -0.4039], [-0.0525, -0.1116, -0.1430], [0.0186, -0.0226, 0.0004], [0.1126, 0.0491, 0.0115], [0.1001, -2.0057, 0.5466], [0.0191, 0.0280, -0.0677], [-0.0381, -0.0079, 0.0659], [-0.4078, -0.3037, 0.2591], [0.0178, -0.0436, -0.3781], [-0.0355, 0.0895, 0.0333], [0.4936, 0.0925, 0.2160], [-0.0032, 0.0287, -0.0243], [0.0762, 0.0045, -0.0883], [0.1112, 0.2421, -0.0636], [0.2251, -0.2020, -0.2795], [0.1511, 0.1145, 0.1816], [0.1875, -0.1367, -0.2324], [0.0865, 0.0051, 0.1141], [0.0383, -0.0439, -0.0581], [0.2091, 0.1031, 0.5020], [-0.3788, 0.2366, -0.0132], [-0.0446, -0.0907, 0.3492], [0.0173, -0.1829, -0.0149], [-0.1028, 0.1560, -0.0012], [0.0862, -0.1239, 0.1443], [-0.0275, -0.0622, 0.0131], [0.1566, -0.1917, 0.1802], [-0.2460, -0.0737, 0.0552], [0.0674, 0.0164, -0.0728], [0.0111, -0.0046, 0.0685], [-0.0032, 0.0322, 0.0846], [0.1542, -0.0806, 0.0599], [-0.0906, -0.0781, -0.5550], [-0.4068, -0.0447, 0.4880], [0.1073, -0.1208, 0.0060], [-0.0134, 0.0504, -0.0831], [0.0509, 0.0095, 0.1907], [0.0654, 1.0704, 1.0621], [-0.0278, 0.0683, -0.0704], [-0.0977, -0.2027, -0.0168], [-0.0420, 0.0806, 0.0866], [-0.0507, -0.0144, 0.0238]]}